Density functional theory data (wB97M-V/def2-TZVPD) for a molecular structure, C35H63AsCdO2P2S2Si3.

Values from the calculation:
E in hartree: -6273.099800
2S+1: 1
Strongest force on any atom in eV/Å: 0.9
HOMO level in eV: -7.087
Kohn-Sham gap in eV: 7.5
Energy above the lowest of the compared OMol25 structures with the same formula, charge and spin in kJ/mol: 58.9

XYZ file:
```
109
Properties=species:S:1:pos:R:3:lowdin_charge:R:1
C 2.58530 2.37318 1.47321 -0.2281
H -1.17079 3.47555 3.98866 0.0912
H 4.00013 2.72584 -2.23002 0.0144
Si 2.82834 -2.33855 -0.48927 0.3250
H -2.63078 3.30550 1.21805 0.1059
H 0.19235 2.46172 3.44248 0.0562
H 3.93194 3.84041 -0.86695 0.0384
H 5.07769 -0.01448 0.73688 0.0035
H 5.16249 -1.50888 -0.95530 -0.0027
C -3.71649 1.51320 1.78295 -0.1966
C -2.18966 -4.01260 -1.92003 -0.2738
C -4.78114 -2.50139 -0.83371 -0.1061
H 5.18135 -3.16451 -0.34355 0.0305
C -5.98797 -2.39333 -0.16409 -0.0802
C 1.78572 -3.42403 -1.65847 -0.2409
H -3.65637 0.80410 2.61215 0.0970
H 1.99289 -2.26452 -4.05909 0.0026
C -0.68240 3.02216 3.11883 -0.1218
H 4.74469 -2.84773 -2.02403 0.0196
C -3.00069 4.30339 -4.00917 -0.1067
C -4.80405 -1.91786 1.86682 -0.1002
H -0.38239 3.80816 2.41793 0.0802
O -3.34769 0.80122 0.61766 -0.2911
H 0.93836 -2.85004 -2.03682 -0.0311
H 4.65118 0.62799 -2.68704 -0.0078
C 1.51241 1.69861 -3.81472 -0.2095
H -2.29122 -0.23484 -2.16740 -0.0191
H -4.74503 1.87920 1.69741 0.1296
C -1.46892 3.22651 -1.92034 -0.7138
H 1.83233 -1.04360 -5.32210 0.0364
P -1.97471 -1.68498 2.07815 0.7499
H -2.05141 -4.05611 2.62691 0.0491
H 5.67096 0.94074 -0.62571 0.0220
C -4.00987 1.24006 -0.55623 -0.0788
O -1.55163 2.09480 2.49827 -0.3294
H -3.60958 2.18717 -0.92470 0.0762
C -3.57307 -2.30273 -0.17132 -0.4022
C -1.95254 2.41247 -2.94692 -0.1650
C 2.64548 -3.09867 1.23240 -0.2145
C -1.29033 -3.39141 2.21735 -0.2757
Cd -0.47700 0.33939 0.63830 1.0086
C 4.55824 -0.00815 3.70291 -0.0842
P -1.97280 -2.37545 -1.08348 0.8739
H 1.62232 2.82259 1.22688 -0.0273
H 3.24509 3.16192 1.84206 0.0501
H 1.81759 -2.65321 1.78800 -0.0293
H 1.25897 -0.40398 5.65820 0.0923
H 2.45378 -4.17031 1.14198 0.0302
C 4.58695 -0.05351 5.08879 -0.1030
C 2.19045 -0.29097 5.11745 -0.1268
H -3.08779 -4.02708 -2.53711 0.0319
Si 3.30145 1.58292 -0.08029 0.2869
H 2.28460 2.45442 -3.96440 0.0258
H -1.32012 -4.20816 -2.54694 0.0272
C -2.56578 -1.55167 3.81526 -0.2834
H -0.43861 -3.33589 2.89457 0.0242
As 1.84416 -0.17176 -0.80775 0.6884
H 5.52502 0.03567 5.62139 0.0955
C 3.39772 -0.19810 5.79107 -0.0984
H -3.20453 3.26369 2.90902 0.1300
H -3.26539 -2.35447 4.05239 0.0440
H -3.86446 0.46411 -1.30614 0.0632
C -2.77744 2.66233 2.09528 -0.2259
C 1.56995 -1.28682 -4.29019 -0.2116
H 1.00613 1.54369 -4.76929 0.0335
C -3.57656 -2.03569 1.21689 -0.3872
C 3.35329 -0.09888 3.02538 -0.1874
H 2.36134 -3.77767 -2.51552 0.0224
C -2.49932 5.12774 -3.01009 -0.0967
H -6.91741 -2.54174 -0.69936 0.1042
H -3.59477 4.72018 -4.81213 0.0952
H 4.50763 -0.96061 -3.43588 0.0149
C -5.99760 -2.09007 1.18542 -0.0757
H -1.69022 -1.63552 4.45348 0.0241
Si 2.24888 0.08175 -3.16047 0.3173
S -0.44571 2.65530 -0.61021 0.4923
H -2.26033 -4.79704 -1.16613 0.0404
C -2.71841 2.94639 -3.97224 -0.0922
H -3.35402 -1.45115 -2.91600 0.0433
H -4.79253 -2.72984 -1.89309 0.0928
C 4.12504 0.06146 -3.45669 -0.2110
S 0.59570 -0.38973 2.90216 0.4495
H -1.61329 -1.42076 -3.28791 0.0268
C -1.75366 4.59608 -1.97130 -0.1348
H -0.94874 -3.77060 1.25620 0.0109
H -2.68647 6.19403 -3.04513 0.0995
H 1.39241 -4.30047 -1.14075 0.0249
C 4.65453 -2.47286 -1.00315 -0.2078
C 5.06507 0.97772 0.28170 -0.2146
H -1.70902 1.35923 -2.94978 0.0678
H 0.48315 -1.37112 -4.24449 0.0071
H -3.02904 -0.58428 4.00791 0.0321
H 2.43300 1.65977 2.28297 -0.0270
C 3.43123 2.99064 -1.33683 -0.2129
H 2.43804 3.31789 -1.64762 0.0051
H 3.32310 -0.06827 1.94360 0.0259
H -4.83349 -1.68467 2.92305 0.0864
H 0.78595 2.11208 -3.11496 -0.0268
H 5.48030 0.09435 3.14156 0.0959
C -2.35972 -1.26872 -2.50819 -0.2824
H 5.54643 1.66833 0.97716 0.0387
H -3.09026 2.29641 -4.75569 0.1009
H -1.36954 5.23280 -1.18433 0.0925
H -5.08207 1.35913 -0.36616 0.0984
H -6.93754 -1.99137 1.71404 0.1052
H 3.55018 -2.97118 1.82759 0.0267
H 4.36931 0.49640 -4.42783 0.0378
C 2.15134 -0.23639 3.72196 -0.6699
H 3.41050 -0.23192 6.87376 0.0985
```